Formula: C37H39AsCl2F2NO2PRuSSi
Source: OMol25
Level of theory: ωB97M-V/def2-TZVPD

```
! RIJCOSX wB97M-V def2-TZVPD def2/J DEFGRID3
* xyz 0 5
Ru 0.000 0.000 0.000
C -0.908 3.585 6.148
Si -0.299 2.144 5.125
C -1.101 0.585 5.769
C 1.556 2.026 5.321
C -0.729 2.379 3.330
C -1.466 3.596 2.873
C -1.772 3.754 1.565
C -1.362 2.697 0.601
N -0.695 1.634 1.133
C -0.400 1.481 2.392
S 0.411 0.017 2.492
H -0.640 3.421 7.211
H -2.010 3.667 6.055
H -0.434 4.522 5.789
H -0.845 0.455 6.841
H -0.738 -0.292 5.198
H -2.202 0.666 5.660
H 1.804 1.892 6.394
H 2.025 2.959 4.947
H 1.943 1.162 4.746
H -1.762 4.362 3.582
H -2.307 4.635 1.227
H -1.596 2.798 -0.463
Cl -2.536 3.820 -2.296
C -2.824 2.065 -2.476
Cl -4.302 1.594 -1.588
C -1.603 1.246 -2.003
O -1.070 0.525 -2.904
O -1.252 1.364 -0.792
H -3.018 1.881 -3.537
C 1.735 -3.273 -2.314
C 0.863 -4.493 -2.689
As 1.847 -5.956 -3.632
C 2.567 -5.008 -5.199
C 3.674 -5.545 -5.875
C 4.193 -4.906 -7.005
C 3.600 -3.732 -7.479
C 2.483 -3.204 -6.827
C 1.965 -3.842 -5.696
C 3.352 -5.941 -2.369
C 4.609 -5.394 -2.674
C 5.630 -5.402 -1.718
C 5.404 -5.954 -0.454
C 4.155 -6.495 -0.143
C 3.134 -6.488 -1.096
P 0.822 -1.933 -1.344
C 0.375 -3.066 0.061
C -0.837 -3.770 0.189
C -1.048 -4.610 1.290
C -0.056 -4.762 2.262
C 1.152 -4.077 2.137
C 1.364 -3.237 1.043
C -0.620 -1.647 -2.483
C -0.352 -1.404 -3.842
C -1.386 -1.140 -4.740
C -2.705 -1.094 -4.289
C -2.985 -1.298 -2.935
C -1.948 -1.562 -2.031
H 2.167 -2.819 -3.224
H 2.583 -3.590 -1.678
H 0.000 -4.187 -3.313
H 0.466 -4.961 -1.769
H 4.135 -6.458 -5.519
H 5.054 -5.322 -7.516
H 4.001 -3.238 -8.354
H 2.016 -2.304 -7.201
H 1.091 -3.431 -5.224
H 4.811 -4.948 -3.633
H 6.597 -4.978 -1.956
H 6.195 -5.957 0.285
H 3.978 -6.919 0.837
H 2.168 -6.907 -0.843
H -1.613 -3.704 -0.552
H -1.980 -5.152 1.387
H -0.219 -5.415 3.110
H 1.927 -4.198 2.883
H 2.310 -2.716 0.959
H 0.663 -1.410 -4.210
H -1.161 -0.960 -5.784
H -3.506 -0.884 -4.986
H -4.007 -1.240 -2.585
H -2.191 -1.678 -0.986
F 1.661 -1.046 2.104
C 1.377 -1.499 0.870
F 2.335 -1.681 -0.056
H 0.670 -2.354 0.901
H -0.296 -0.014 -1.804
*
```

Its HOMO energy (alpha / beta) is -5.60 / -6.72 eV.

These are the Löwdin partial charges, in e, on atoms 1 to 5: atom 1 (Ru): 1.032, atom 2 (C): -0.198, atom 3 (Si): 0.460, atom 4 (C): -0.189, atom 5 (C): -0.191

Formula: C16H13BF6
Source: OMol25
Level of theory: ωB97M-V/def2-TZVPD

```
! RIJCOSX wB97M-V def2-TZVPD def2/J DEFGRID3
* xyz 0 1
F 6.276 0.342 -2.488
B 5.319 0.436 -1.495
F 5.357 -0.552 -0.534
F 5.048 1.714 -1.053
C 3.826 0.035 -2.460
C 2.746 -0.456 -1.597
C 1.763 0.322 -1.098
H 3.578 0.979 -2.958
H 4.199 -0.730 -3.149
H 2.798 -1.512 -1.322
H 1.100 -0.034 -0.317
H 1.700 1.366 -1.406
F -3.346 2.292 3.629
C -2.731 2.374 2.398
C -2.766 3.596 1.726
C -2.137 3.633 0.478
F -2.064 4.843 -0.176
C -1.571 2.522 -0.117
C -1.614 1.256 0.553
C -1.190 0.107 -0.159
C -1.417 -1.255 0.204
C -0.672 -2.270 -0.469
C -0.748 -3.597 -0.080
C -1.558 -3.985 0.998
C -2.344 -3.007 1.601
F -3.133 -3.368 2.670
C -2.353 -1.682 1.195
C -2.112 1.241 1.893
H -3.231 4.472 2.166
H -1.111 2.584 -1.103
H -0.778 0.295 -1.153
H -0.006 -1.964 -1.279
H -0.159 -4.349 -0.604
H -1.587 -5.012 1.352
H -3.053 -0.986 1.647
H -2.029 0.349 2.509
*
```

Its HOMO energy is -7.01 eV.

These are the Löwdin partial charges, in e, on atoms 1 to 5: atom 1 (F): 0.121, atom 2 (B): -1.058, atom 3 (F): 0.130, atom 4 (F): 0.129, atom 5 (C): -0.078

Formula: C4H8N2O3S
Source: OMol25
Level of theory: ωB97M-V/def2-TZVPD

```
! RIJCOSX wB97M-V def2-TZVPD def2/J DEFGRID3
* xyz 0 1
C 1.667 -0.527 -0.320
C -1.052 -0.499 1.546
C -0.783 -0.558 -1.090
C 0.387 0.175 -0.509
N 2.710 0.021 0.392
N 0.367 1.549 -0.688
O 1.840 -1.597 -0.878
O -2.188 1.424 -0.129
O -3.276 -0.765 -0.018
S -2.061 -0.035 0.095
H -1.200 -1.534 1.597
H -1.333 -0.028 2.515
H -1.167 -0.239 -2.130
H -0.639 -1.575 -0.997
H 2.820 0.704 1.074
H 3.464 -0.581 0.401
H -0.573 1.904 -0.636
H 1.019 2.161 -0.225
*
```

Its HOMO energy (alpha / beta) is -8.79 / -8.29 eV.

These are the Löwdin partial charges, in e, on atoms 1 to 5: atom 1 (C): -0.477, atom 2 (C): -0.095, atom 3 (C): -0.182, atom 4 (C): -0.224, atom 5 (N): 0.194

Number 1: energy -166464.0498 eV, molecular weight 905.7 g/mol. Number 2: energy -33784.0501 eV, molecular weight 330.1 g/mol. Number 3: energy -24232.3742 eV, molecular weight 164.2 g/mol.